(1)
ORCA calculation (ωB97M-V/def2-TZVPD) on a structure of composition C14H18CoIN6OS2.

XYZ file:
```
43
Properties=species:S:1:pos:R:3:forces:R:3
Co -0.078103 -1.007191 -0.239518 0.6 0.1 -0.3
C -2.979704 3.837207 -0.834740 0.1 -0.1 0.0
S -3.384840 2.221847 -1.527443 0.0 0.0 0.1
C -1.977338 1.310689 -1.141044 -0.3 -0.4 -0.4
S -2.000188 -0.350447 -1.640920 0.0 0.2 0.2
N -0.936198 1.869625 -0.573604 0.1 1.2 0.2
N 0.106680 1.082222 -0.315489 -0.1 -1.1 -0.1
C 1.246781 1.585950 -0.006139 -0.2 0.4 0.0
C 2.330547 0.655547 0.266684 0.4 -0.2 0.1
C 3.629017 1.079871 0.505862 -0.3 0.2 -0.1
C 4.616216 0.127385 0.716924 0.0 -0.2 0.0
C 4.270036 -1.212564 0.694252 0.1 0.1 0.0
C 2.945428 -1.557401 0.452129 0.0 0.0 0.0
N 1.999963 -0.653004 0.236117 -0.2 -0.1 0.2
H -3.894228 4.423572 -0.881015 0.0 0.0 0.0
H -2.203291 4.309508 -1.430209 0.0 0.0 0.0
H -2.655356 3.722817 0.196395 0.0 0.1 0.0
H 1.405356 2.660814 0.026614 0.0 0.0 0.0
H 3.861690 2.136544 0.515344 0.0 0.0 0.0
H 5.638812 0.429666 0.896922 0.0 0.0 0.0
H 5.004993 -1.987811 0.857758 0.0 0.0 0.0
H 2.638797 -2.595364 0.435887 0.0 0.0 0.0
C 0.472322 -4.505559 -0.066074 0.0 0.0 -0.1
C 0.524555 -3.809167 -1.381143 0.0 0.1 0.0
N 0.372252 -2.508091 -1.589564 -0.2 -0.1 0.1
C 0.492823 -2.300172 -2.952424 0.1 -0.1 -0.1
C 0.723903 -3.488200 -3.562876 0.0 0.2 -0.1
N 0.738111 -4.423611 -2.558962 0.0 0.0 0.0
H 0.271521 -3.788777 0.729408 0.0 0.0 0.0
H 1.418676 -5.004571 0.148916 0.0 0.0 0.0
H -0.306736 -5.268829 -0.055148 0.0 0.0 0.0
H 0.414145 -1.321167 -3.393395 0.0 0.0 0.0
H 0.873220 -3.735517 -4.599042 0.0 0.0 0.0
H 0.892000 -5.411737 -2.684554 0.0 0.0 0.0
N -2.996037 -2.727412 1.083384 0.1 0.0 -0.1
C -2.283037 -1.817032 1.730862 -0.2 0.0 0.1
O -1.152418 -1.457043 1.332010 -0.1 -0.1 0.2
C -2.879041 -1.209351 2.956129 -0.1 0.2 -0.1
I -3.807692 0.622537 2.317188 0.1 -0.1 0.0
H -2.652796 -3.108215 0.215706 0.0 0.0 0.0
H -3.902395 -3.031074 1.401454 0.0 0.1 0.1
H -2.120471 -0.944693 3.683379 0.1 0.0 0.0
H -3.653575 -1.822505 3.404477 0.0 0.0 0.0
```
Positions in Å, forces in eV/Å.

* total charge: +2
* HOMO energy (spin up / spin down): -14.565 / -14.331 eV
* energy above the lowest of the compared OMol25 structures with the same formula, charge and spin: 0.093 eV
* multiplicity: 5
* E_LUMO (spin up / spin down): -6.87 / -9.21 eV

---

(2)
ORCA calculation (ωB97M-V/def2-TZVPD) on the molecule C4H6N2O.

XYZ file:
```
13
Properties=species:S:1:pos:R:3:forces:R:3
N 1.288425 -0.964447 1.589046 0.1 -0.1 0.1
C 0.432838 -0.594538 0.534005 0.0 0.0 -0.2
C 0.782473 -0.511920 -0.796144 0.2 -0.3 0.1
N -0.318591 -0.043794 -1.481827 0.1 0.3 0.1
C -1.272906 0.301772 -0.578441 0.4 0.0 0.0
O -1.924197 1.475491 -0.882963 -0.4 0.0 0.0
C -0.910546 -0.146265 0.669749 0.1 0.2 0.0
H 2.219182 -0.604293 1.412585 0.0 -0.2 0.1
H 0.968234 -0.574033 2.467381 0.0 -0.1 -0.1
H 1.713850 -0.709863 -1.299563 -0.1 -0.3 0.0
H -0.355265 0.319993 -2.420019 0.3 0.0 0.1
H -1.145642 2.054990 -0.795103 -0.9 0.5 -0.2
H -1.477855 -0.003092 1.581294 0.2 0.1 -0.1
```
Positions in Å, forces in eV/Å.

* total charge: 0
* HOMO energy: -7.533 eV
* energy above the lowest of the compared OMol25 structures with the same formula, charge and spin: 1.911 eV
* SMILES string: Nc1c[nH]c(O)c1
* E_LUMO: 0.73 eV

---

The highest total charge belongs to which entry? C14H18CoIN6OS2

---

Which value of energy above the lowest of the compared OMol25 structures with the same formula, charge and spin does entry 1 give? 0.093 eV

---

Please write out number 1 again, unchanged.
ORCA calculation (ωB97M-V/def2-TZVPD) on a structure of composition C14H18CoIN6OS2.

XYZ file:
```
43
Properties=species:S:1:pos:R:3:forces:R:3
Co -0.078103 -1.007191 -0.239518 0.6 0.1 -0.3
C -2.979704 3.837207 -0.834740 0.1 -0.1 0.0
S -3.384840 2.221847 -1.527443 0.0 0.0 0.1
C -1.977338 1.310689 -1.141044 -0.3 -0.4 -0.4
S -2.000188 -0.350447 -1.640920 0.0 0.2 0.2
N -0.936198 1.869625 -0.573604 0.1 1.2 0.2
N 0.106680 1.082222 -0.315489 -0.1 -1.1 -0.1
C 1.246781 1.585950 -0.006139 -0.2 0.4 0.0
C 2.330547 0.655547 0.266684 0.4 -0.2 0.1
C 3.629017 1.079871 0.505862 -0.3 0.2 -0.1
C 4.616216 0.127385 0.716924 0.0 -0.2 0.0
C 4.270036 -1.212564 0.694252 0.1 0.1 0.0
C 2.945428 -1.557401 0.452129 0.0 0.0 0.0
N 1.999963 -0.653004 0.236117 -0.2 -0.1 0.2
H -3.894228 4.423572 -0.881015 0.0 0.0 0.0
H -2.203291 4.309508 -1.430209 0.0 0.0 0.0
H -2.655356 3.722817 0.196395 0.0 0.1 0.0
H 1.405356 2.660814 0.026614 0.0 0.0 0.0
H 3.861690 2.136544 0.515344 0.0 0.0 0.0
H 5.638812 0.429666 0.896922 0.0 0.0 0.0
H 5.004993 -1.987811 0.857758 0.0 0.0 0.0
H 2.638797 -2.595364 0.435887 0.0 0.0 0.0
C 0.472322 -4.505559 -0.066074 0.0 0.0 -0.1
C 0.524555 -3.809167 -1.381143 0.0 0.1 0.0
N 0.372252 -2.508091 -1.589564 -0.2 -0.1 0.1
C 0.492823 -2.300172 -2.952424 0.1 -0.1 -0.1
C 0.723903 -3.488200 -3.562876 0.0 0.2 -0.1
N 0.738111 -4.423611 -2.558962 0.0 0.0 0.0
H 0.271521 -3.788777 0.729408 0.0 0.0 0.0
H 1.418676 -5.004571 0.148916 0.0 0.0 0.0
H -0.306736 -5.268829 -0.055148 0.0 0.0 0.0
H 0.414145 -1.321167 -3.393395 0.0 0.0 0.0
H 0.873220 -3.735517 -4.599042 0.0 0.0 0.0
H 0.892000 -5.411737 -2.684554 0.0 0.0 0.0
N -2.996037 -2.727412 1.083384 0.1 0.0 -0.1
C -2.283037 -1.817032 1.730862 -0.2 0.0 0.1
O -1.152418 -1.457043 1.332010 -0.1 -0.1 0.2
C -2.879041 -1.209351 2.956129 -0.1 0.2 -0.1
I -3.807692 0.622537 2.317188 0.1 -0.1 0.0
H -2.652796 -3.108215 0.215706 0.0 0.0 0.0
H -3.902395 -3.031074 1.401454 0.0 0.1 0.1
H -2.120471 -0.944693 3.683379 0.1 0.0 0.0
H -3.653575 -1.822505 3.404477 0.0 0.0 0.0
```
Positions in Å, forces in eV/Å.

* total charge: +2
* HOMO energy (spin up / spin down): -14.565 / -14.331 eV
* energy above the lowest of the compared OMol25 structures with the same formula, charge and spin: 0.093 eV
* multiplicity: 5
* E_LUMO (spin up / spin down): -6.87 / -9.21 eV